[1]
107
Properties=species:S:1:pos:R:3:forces:R:3:mulliken_charge:R:1 method="wB97M-V/def2-TZVPD" multiplicity=1 relative_energy_kcal_mol=10.2 energy_ev=-284644.258 homo_lumo_gap_ev=8.2165 homo_energy_ev=-10.0725 total_charge=+1
Ca 0.5238 -0.3632 0.2259 -0.04 0.10 0.84 0.636
C -0.8337 -5.2209 2.7893 -0.02 -0.01 0.01 -1.027
Se -2.0516 -4.0571 1.8211 -0.01 0.01 0.01 0.213
C -2.5543 -3.0046 3.3939 -0.04 -0.02 0.00 -0.579
C -3.5316 -1.8924 3.0553 0.04 -0.03 -0.02 -0.840
Se -2.8512 -0.8524 1.5487 -0.12 -0.08 -0.18 0.254
C -4.1906 0.5580 1.5768 -0.03 -0.05 0.04 -1.178
H -0.0010 -4.6408 3.1804 0.00 0.01 0.00 0.264
H -0.4667 -5.9646 2.0860 0.01 0.01 0.00 0.336
H -1.3623 -5.7232 3.5961 0.00 0.00 0.00 0.320
H -1.6282 -2.6028 3.8050 0.02 -0.03 -0.01 -0.038
H -3.0014 -3.6846 4.1189 0.01 0.00 0.01 0.526
H -3.6624 -1.2310 3.9125 -0.02 0.01 0.02 0.436
H -4.5043 -2.2944 2.7742 0.00 0.01 0.00 0.477
H -5.1597 0.1710 1.2718 0.00 -0.01 0.01 0.423
H -3.8678 1.3201 0.8696 -0.02 -0.04 -0.02 0.184
H -4.2606 1.0008 2.5683 -0.02 0.01 -0.02 0.391
S 2.7357 2.6322 -2.8300 0.00 0.03 0.01 -0.360
C 1.1455 3.3048 -2.6917 0.00 0.01 0.00 1.276
C 0.5489 4.3212 -3.4322 0.01 -0.01 0.01 -0.826
C -0.7523 4.6699 -3.1266 -0.01 0.01 0.00 -0.742
C -1.4469 4.0218 -2.0988 0.00 0.00 0.00 -0.807
C -0.8529 3.0163 -1.3645 0.01 -0.01 -0.01 0.316
C 0.4595 2.6517 -1.6647 -0.03 0.03 0.10 -1.477
N 1.1862 1.6653 -1.0150 0.14 -0.16 -0.09 0.103
C 2.3799 1.5252 -1.5325 0.01 -0.01 -0.01 -0.138
C 3.3333 0.4701 -1.1403 -0.02 0.04 0.04 1.522
C 4.6209 0.4751 -1.6854 -0.01 -0.03 0.01 -0.875
C 5.4837 -0.5714 -1.4106 0.01 0.06 0.02 -0.881
C 5.0592 -1.5990 -0.5751 0.00 0.03 0.05 -0.697
C 3.7849 -1.5638 -0.0181 -0.02 -0.01 -0.01 -0.385
C 2.8578 -0.5446 -0.2836 0.38 0.01 -0.13 -0.330
H 1.0878 4.8256 -4.2230 0.00 0.00 0.00 0.466
H -1.2392 5.4557 -3.6881 0.00 0.00 0.00 0.416
H -2.4650 4.3169 -1.8797 0.00 0.00 0.00 0.474
H -1.3842 2.5011 -0.5740 0.00 0.01 0.01 0.544
H 4.9574 1.2843 -2.3259 0.00 0.00 -0.01 0.486
H 6.4808 -0.5806 -1.8316 0.00 0.00 0.00 0.464
H 5.7303 -2.4213 -0.3538 0.00 0.00 0.00 0.480
H 3.4967 -2.3832 0.6376 0.01 0.02 0.01 0.377
C -1.7917 3.2397 2.3847 0.01 0.02 0.02 -1.553
C -1.4998 2.0031 3.2239 0.13 0.06 0.02 0.936
C -0.5732 2.3048 4.3959 -0.07 -0.02 0.06 -0.325
C -0.3079 1.0904 5.2816 0.15 0.05 -0.12 -1.423
N 0.1359 -0.0960 4.5395 0.28 0.16 0.02 -0.153
C 1.1830 -0.3906 3.7349 -0.29 -0.09 0.23 0.846
S 0.8914 -1.7633 2.7257 0.32 0.07 -0.22 -0.366
N 2.3692 0.2241 3.6989 -0.33 0.17 -0.13 -0.014
C 2.9397 1.2970 4.5226 0.07 -0.18 -0.07 -0.753
C 3.3391 2.5619 3.7461 -0.08 -0.03 -0.03 -0.353
C 4.8451 2.6766 3.5259 -0.02 0.04 0.04 -0.794
C 5.4294 1.5009 2.7622 0.07 -0.08 -0.03 -0.766
H -2.5047 3.0215 1.5889 0.01 0.02 0.00 0.229
H -0.8817 3.6263 1.9201 0.00 0.00 0.01 0.382
H -2.2159 4.0371 2.9971 -0.01 0.01 -0.01 0.439
H -1.0597 1.2207 2.5952 -0.03 0.08 0.08 -0.243
H -2.4364 1.5775 3.6003 0.06 0.01 0.03 0.046
H -1.0232 3.0792 5.0241 0.04 0.01 0.01 0.560
H 0.3626 2.7208 4.0221 0.17 0.02 -0.05 0.115
H -1.2416 0.7852 5.7556 -0.01 -0.03 -0.03 0.462
H 0.3672 1.3182 6.1012 0.16 0.08 0.02 0.395
H -0.6131 -0.7396 4.3391 0.02 -0.01 -0.02 0.053
H 2.9772 -0.1493 2.9812 -0.01 -0.07 0.00 0.062
H 3.8217 0.8884 5.0218 -0.03 -0.05 0.01 0.538
H 2.2421 1.5278 5.3027 -0.39 0.10 0.30 0.115
H 3.0024 3.4386 4.3034 -0.06 -0.02 -0.01 0.373
H 2.8102 2.5739 2.7873 0.03 0.00 0.00 0.233
H 5.3348 2.7676 4.5004 0.01 0.01 -0.02 0.349
H 5.0533 3.6065 2.9926 -0.01 -0.01 0.00 0.387
H 5.3676 0.5704 3.3339 -0.02 0.00 -0.02 0.279
H 6.4830 1.6593 2.5342 -0.01 -0.01 0.00 0.434
H 4.9031 1.3533 1.8195 -0.03 -0.06 -0.16 -0.016
O -1.2306 -0.3847 -1.0463 -0.35 -0.16 -0.47 1.273
As -1.3478 -1.0766 -2.5650 -0.07 -0.02 -0.17 0.504
C 0.3774 -1.1342 -3.3834 0.00 0.01 0.00 0.329
C 0.7119 -0.2316 -4.3887 -0.01 0.01 0.00 -0.806
C 1.9990 -0.2340 -4.9051 0.01 0.01 0.00 -0.972
C 2.9478 -1.1193 -4.4113 -0.01 0.00 -0.01 -0.439
C 2.6198 -2.0048 -3.3952 -0.01 -0.01 -0.01 -0.915
C 1.3330 -2.0153 -2.8807 0.01 -0.02 0.00 -0.471
C -2.0550 -2.8458 -2.4202 0.01 0.00 0.03 0.475
C -3.2395 -2.9879 -1.7019 0.01 -0.01 0.04 -0.508
C -3.8020 -4.2441 -1.5546 0.01 -0.02 0.00 -0.618
C -3.1867 -5.3515 -2.1246 0.00 0.00 0.00 -0.542
C -2.0121 -5.2059 -2.8472 0.00 0.00 0.00 -0.780
C -1.4404 -3.9496 -2.9990 -0.02 0.01 -0.08 -0.344
C -2.5447 -0.0509 -3.6364 -0.01 0.01 0.03 0.055
C -2.7062 -0.3377 -4.9885 -0.02 -0.01 0.01 -0.219
C -3.6237 0.3874 -5.7314 0.00 0.00 -0.01 -0.788
C -4.3786 1.3823 -5.1218 0.00 0.00 0.00 -0.505
C -4.2208 1.6561 -3.7712 0.00 0.01 0.00 -0.778
C -3.2993 0.9385 -3.0217 0.03 0.03 -0.01 -0.300
H -0.0206 0.4748 -4.7609 0.00 -0.01 0.00 0.520
H 2.2644 0.4653 -5.6869 0.00 0.00 0.00 0.443
H 3.9533 -1.1099 -4.8108 0.00 0.00 0.00 0.427
H 3.3679 -2.6715 -2.9880 0.00 0.01 0.00 0.426
H 1.0854 -2.7110 -2.0849 -0.01 0.00 -0.01 0.723
H -3.7064 -2.1272 -1.2381 0.01 0.00 0.01 0.288
H -4.7153 -4.3626 -0.9873 0.00 0.00 0.00 0.385
H -3.6267 -6.3326 -2.0043 0.00 0.00 0.00 0.416
H -1.5387 -6.0687 -3.2964 0.00 0.00 0.00 0.440
H -0.5312 -3.8396 -3.5764 0.01 0.01 0.01 0.454
H -2.1258 -1.1218 -5.4617 0.00 0.00 0.00 0.478
H -3.7541 0.1748 -6.7839 0.00 0.00 0.00 0.420
H -5.0963 1.9439 -5.7049 0.00 0.00 0.00 0.422
H -4.8152 2.4289 -3.3017 0.00 0.00 0.00 0.452
H -3.1552 1.1438 -1.9683 0.00 -0.01 0.00 0.372

[2]
87
Properties=species:S:1:pos:R:3:forces:R:3:mulliken_charge:R:1 method="wB97M-V/def2-TZVPD" multiplicity=1 energy_ev=-100715.093 homo_lumo_gap_ev=8.7644 homo_energy_ev=-11.8687 total_charge=+1
C -6.8197 2.8872 0.7944 0.66 -0.26 0.22 -1.172
C -5.3870 3.3406 1.1216 -0.17 0.15 -0.16 -0.124
C -4.5328 2.2288 1.7246 -0.08 -0.18 -0.09 -1.022
C -4.0374 1.2437 0.6674 0.30 0.18 -0.16 -0.525
C -2.9115 1.8236 -0.2094 -0.28 -0.30 0.05 -0.336
C -2.0548 0.7254 -0.8676 0.06 0.10 0.01 -1.224
C -0.6168 0.6648 -0.3252 0.19 0.14 -0.47 -0.253
C -0.0528 -0.7539 -0.3272 -0.43 -0.09 0.09 -1.126
N 1.0438 -0.9749 0.6160 -0.22 -0.06 -0.27 0.595
O 0.8419 -1.7829 1.7088 0.44 -0.08 0.15 -0.457
C 0.7411 -3.2029 1.3415 -0.16 -0.18 0.08 -0.397
C 1.6112 -3.6362 0.1890 -0.02 0.12 -0.13 -0.808
C 2.2288 -0.4216 0.5077 -0.32 -0.07 -0.11 0.218
N 2.5667 0.3933 -0.5243 -0.12 -0.04 0.09 -0.474
C 3.8048 0.7563 -0.2856 -0.17 0.19 -0.17 -0.009
P 4.6793 1.8016 -1.5462 0.16 0.15 -0.21 0.783
O 3.4618 2.0168 -2.5479 0.11 0.12 0.23 -0.525
O 4.9184 3.1902 -0.8092 -0.21 -0.22 0.04 -0.448
S 6.2029 0.9755 -2.2755 0.04 -0.10 -0.01 -0.322
N 4.2650 0.2367 0.8661 -0.06 -0.03 0.13 -0.047
P 5.8585 0.4133 1.5526 0.35 0.34 -0.18 0.398
O 6.5537 1.5727 1.0041 -0.10 -0.10 0.10 -0.583
N 3.2253 -0.5533 1.3905 1.20 0.16 0.19 0.272
B 3.4108 -1.3273 2.7062 -0.31 0.08 0.18 0.330
O 3.2681 -0.6596 3.8742 0.31 -0.06 0.01 -0.606
O 3.8016 -2.5995 2.6245 -0.70 -0.07 -0.38 0.348
C 3.3209 -3.5836 3.5869 0.47 0.28 0.05 -0.797
H -6.8261 2.3846 -0.1702 -0.26 0.05 0.01 0.243
H -7.1529 2.1671 1.5466 -0.22 0.18 0.04 0.401
H -7.4924 3.7419 0.7624 -0.14 -0.13 -0.10 0.314
H -4.9340 3.6756 0.1841 0.10 0.19 0.13 0.077
H -5.4147 4.2074 1.7859 0.03 -0.08 0.08 0.342
H -5.1259 1.6824 2.4648 0.03 0.08 0.05 0.349
H -3.6651 2.6383 2.2525 -0.03 0.03 0.00 0.407
H -4.8631 0.9709 0.0038 -0.02 -0.26 0.16 0.221
H -3.6543 0.3359 1.1445 -0.15 -0.03 0.05 0.443
H -3.3560 2.4370 -0.9935 0.11 0.24 0.16 0.161
H -2.2891 2.4515 0.4351 0.06 0.14 -0.22 0.346
H -2.5398 -0.2467 -0.7314 -0.04 0.05 0.01 0.575
H -2.0109 0.8981 -1.9442 0.00 -0.13 -0.01 0.486
H 0.0075 1.2719 -0.9864 0.07 0.11 0.22 0.035
H -0.5378 1.1113 0.6686 -0.15 -0.22 0.11 0.462
H -0.8367 -1.4456 -0.0172 0.10 -0.03 0.09 0.439
H 0.2623 -1.0679 -1.3248 0.07 0.08 0.02 0.313
H 1.0300 -3.7169 2.2551 -0.03 0.08 0.03 0.394
H -0.3143 -3.4272 1.1755 0.02 0.11 -0.15 0.355
H 2.6722 -3.5219 0.4106 -0.03 -0.05 0.04 -0.010
H 1.3815 -3.1035 -0.7344 -0.07 0.01 0.01 0.340
H 1.4171 -4.6925 0.0035 0.11 0.00 0.08 0.497
H 2.5919 2.0549 -2.1232 -0.06 -0.13 -0.12 0.414
H 4.1114 3.6358 -0.5161 0.09 0.15 -0.07 0.369
H 5.5382 0.4754 2.9138 -0.08 -0.26 0.05 0.075
H 6.3974 -0.8546 1.3222 0.02 -0.11 0.08 0.099
H 3.3310 0.3003 3.8609 -0.47 -0.03 -0.02 0.344
H 4.1477 -3.8543 4.2387 -0.07 -0.10 0.02 0.297
H 2.5075 -3.1538 4.1682 0.00 -0.07 0.06 0.414
H 2.9938 -4.4362 3.0006 0.03 -0.08 0.12 0.150
C -7.1018 7.0595 -3.3620 0.03 -0.06 -0.04 -0.597
C -7.4887 6.1921 -4.5678 0.00 -0.01 0.05 -0.579
C -6.8350 4.8186 -4.3722 -0.03 0.11 -0.15 -0.765
S -6.6825 4.5874 -2.5923 -0.22 0.20 -0.11 1.255
O -5.2824 4.5362 -2.2405 0.01 -0.13 0.01 -0.659
O -7.5851 3.5548 -2.1554 0.10 -0.10 -0.06 -0.720
C -7.3348 6.1903 -2.1310 0.02 0.18 -0.02 -0.737
H -7.6886 7.9752 -3.3160 0.00 0.01 0.00 0.360
H -6.0480 7.3386 -3.4252 0.00 0.01 0.02 0.293
H -8.5737 6.0824 -4.6050 -0.01 -0.01 0.02 0.296
H -7.1728 6.6418 -5.5073 -0.01 0.00 -0.01 0.320
H -7.4330 4.0021 -4.7679 0.04 -0.06 0.04 0.354
H -5.8305 4.7797 -4.7891 0.03 -0.01 0.06 0.356
H -6.8185 6.5334 -1.2374 0.02 -0.08 0.03 0.401
H -8.3966 6.0584 -1.9259 0.00 -0.04 0.01 0.388
C 7.1233 -5.6922 0.4532 -0.02 -0.06 0.01 -0.826
C 6.5590 -6.8388 -0.3973 -0.03 0.05 0.04 -0.637
C 5.4825 -7.5432 0.4382 0.08 -0.05 -0.17 -0.757
S 4.8215 -6.2955 1.5494 0.09 0.02 -0.10 1.199
O 5.1331 -6.6482 2.9102 -0.08 0.05 0.04 -0.684
O 3.4588 -5.9690 1.1890 -0.02 0.01 0.08 -0.622
C 5.9128 -4.9691 1.0367 0.17 0.03 -0.10 -0.454
H 7.7425 -5.0175 -0.1356 0.01 -0.01 -0.01 0.371
H 7.7383 -6.0939 1.2606 0.00 0.02 0.01 0.357
H 6.1145 -6.4342 -1.3082 -0.01 0.01 0.00 0.301
H 7.3360 -7.5395 -0.6957 0.00 -0.01 -0.01 0.341
H 4.6641 -7.9340 -0.1607 -0.05 -0.01 0.06 0.357
H 5.8947 -8.3344 1.0611 -0.02 0.04 0.07 0.372
H 6.1364 -4.3473 1.9008 -0.08 -0.04 0.05 0.411
H 5.3862 -4.3879 0.2791 -0.03 -0.01 0.00 0.263

[3]
78
Properties=species:S:1:pos:R:3:forces:R:3:mulliken_charge:R:1 method="wB97M-V/def2-TZVPD" multiplicity=1 energy_ev=-930310.239 homo_lumo_gap_ev=9.0077 homo_energy_ev=-9.5501
O 3.0681 -0.9023 1.7758 0.17 -1.06 -0.57 -0.587
C 2.6184 -0.0474 2.4804 2.55 -1.18 1.07 0.332
O 1.8674 0.8789 2.0080 -2.43 3.60 -0.37 -0.238
C 1.6027 1.9596 2.9920 0.97 -0.30 1.39 0.330
C 2.6127 1.6931 4.1533 -0.31 -1.85 -0.43 -0.661
C 2.9050 0.1611 3.9424 -0.65 1.14 0.29 -0.389
H 0.6102 1.9303 3.4417 -0.27 -0.60 -0.63 -0.163
H 1.7008 2.9701 2.5953 0.21 -0.46 -0.70 0.142
H 2.1231 1.7259 5.1266 0.20 0.82 -0.07 0.321
H 3.5487 2.2496 4.1053 -0.28 0.20 0.03 0.337
H 2.1057 -0.3996 4.4272 0.08 -0.17 0.35 0.189
H 3.8716 -0.1547 4.3350 -0.15 -0.19 -0.47 0.405
O 1.0270 -3.0328 0.1392 4.32 -0.12 -2.43 -0.552
C 2.1105 -3.0484 -0.5148 -4.05 0.11 1.29 0.479
O 2.0915 -2.6140 -1.8451 -1.53 -0.23 1.43 -0.188
C 3.3270 -2.7619 -2.4785 1.47 -0.03 0.28 -0.063
C 4.2585 -2.9233 -1.3007 2.48 -1.08 0.17 -0.648
C 3.5150 -3.5559 -0.1723 -2.15 1.06 0.49 -0.520
H 3.6350 -1.8584 -3.0048 -0.52 0.11 -0.16 -0.022
H 3.3541 -3.5775 -3.2011 -0.34 -0.20 0.15 0.273
H 4.6554 -1.9487 -1.0169 -0.08 -0.06 0.18 0.269
H 5.0961 -3.6120 -1.4113 0.41 0.45 -0.93 0.367
H 3.8473 -3.2076 0.8056 -0.30 0.08 -0.04 0.219
H 3.4506 -4.6431 -0.1285 0.22 -0.07 -0.38 0.361
O -2.3910 2.1370 -0.5788 -0.80 0.77 0.17 -0.632
C -1.5819 1.3200 -0.8874 1.04 -0.54 0.45 0.454
O -1.9109 0.0526 -1.1877 -1.25 0.57 -0.11 -0.287
C -0.8017 -0.7688 -1.5075 -0.20 0.12 -0.29 0.682
C 0.3961 0.0491 -1.1209 1.68 -0.62 1.37 1.331
C -0.0739 1.4497 -0.8575 -0.14 0.83 -0.80 0.571
H -0.7989 -0.9400 -2.5840 -0.19 -0.36 0.04 0.035
H -0.9534 -1.6906 -0.9459 0.36 0.00 -0.19 -0.772
H 1.1881 -0.0257 -1.8661 -0.06 0.04 0.21 -0.014
H 0.7761 -0.3431 -0.1776 0.33 -0.18 -0.09 -1.007
H 0.3065 2.1598 -1.5918 -0.58 -0.11 -0.51 -0.088
H 0.2570 1.9764 0.0376 -0.13 -0.62 0.47 -0.278
O -4.1585 -0.5871 3.2260 2.33 -0.11 -0.65 -0.625
C -3.0093 -0.8646 2.9290 -1.46 -0.93 0.00 0.427
O -2.7122 -1.7609 1.9192 -3.34 1.56 0.05 -0.262
C -1.4861 -2.3105 2.0701 1.75 -1.42 -1.37 -0.234
C -0.6439 -1.3184 2.7825 0.78 0.99 1.61 1.011
C -1.6832 -0.4368 3.5751 -0.64 -1.18 -0.84 -0.062
H -1.0338 -2.5364 1.1044 -0.25 0.12 -0.11 -0.244
H -1.5893 -3.2964 2.5233 0.14 0.02 0.63 0.304
H 0.0220 -0.7571 2.1269 -0.45 0.17 -0.22 -1.017
H 0.0354 -1.9091 3.3971 0.06 0.41 0.54 0.527
H -1.7438 0.6434 3.4428 0.87 0.07 0.27 -0.202
H -1.7749 -0.7427 4.6173 0.19 0.40 0.10 0.391
C -1.4698 -4.3728 -1.8936 0.70 0.31 0.26 0.578
Cl -2.4614 -4.4655 -0.4528 -0.55 0.31 0.26 -0.149
Cl -1.7581 -5.7637 -2.9118 0.14 -0.35 -0.44 -0.190
H -1.6391 -3.4703 -2.4810 -0.33 -0.11 0.25 0.007
H -0.4521 -4.3589 -1.5035 -0.01 -0.15 -0.41 -0.222
C 2.7984 5.3385 -0.4182 0.44 -0.34 0.17 -0.426
Cl 2.0936 4.0161 -1.4939 0.80 1.38 1.00 -0.049
Cl 1.8629 6.8218 -0.3316 -0.08 0.11 -0.45 -0.139
H 2.9119 5.0222 0.6187 -0.45 -0.64 -0.27 0.198
H 3.8106 5.6109 -0.7169 -0.30 -0.27 -0.64 0.386
C -5.6126 2.2378 0.7301 -0.65 -0.68 0.40 0.286
Br -6.1382 3.6411 -0.5505 0.55 -0.98 0.66 -0.046
Br -5.3458 0.4301 -0.0475 -0.63 1.08 0.28 0.007
Br -6.9560 2.2685 2.2655 1.15 -0.20 -1.26 -0.082
H -4.6260 2.3748 1.1728 -0.42 0.69 -0.15 -0.231
C -4.6660 -0.9948 -5.0120 0.20 -1.00 0.42 -0.393
Br -4.0130 -1.6238 -6.7742 -0.39 0.51 1.11 -0.056
Br -3.2456 -0.2235 -3.8857 -0.89 -0.49 -0.67 0.134
Br -5.5589 -2.5398 -4.0306 0.75 1.29 -0.78 -0.051
H -5.4251 -0.2226 -5.1369 0.22 -0.32 -0.13 0.409
C -1.9476 4.3174 1.8389 0.07 0.56 1.27 0.507
Br -3.3364 5.6951 1.6231 0.85 -0.74 0.04 -0.023
Br -1.8122 3.7923 3.7805 -0.29 0.16 -1.04 -0.094
Br -0.1526 4.9596 1.3284 -1.41 -0.42 -0.05 -0.005
H -2.2839 3.4314 1.3005 0.48 0.24 -0.19 -0.383
C 2.4420 0.6394 -4.8134 -0.45 -0.05 -0.42 -0.288
Br 2.9654 2.3575 -5.5405 -0.05 -0.39 0.11 -0.020
Br 2.8653 -0.8431 -6.0368 -0.05 0.64 0.59 -0.038
Br 0.5088 0.6292 -4.4389 0.81 0.07 -0.35 0.100
H 3.0045 0.5147 -3.8881 -0.29 -0.15 -0.21 0.269